Formula: C22H64O10
Source: the Open Molecules 2025 dataset
Level of theory: wB97M-V/def2-TZVPD

Structure (XYZ):
```
96
C22H64O10 wB97M-V/def2-TZVPD
C 25.95507 -10.68335 -31.93828
C 26.43949 -11.88695 -31.18309
C 27.85871 -11.99001 -30.64921
O 25.59869 -12.06142 -30.05535
H 24.87126 -10.71589 -32.04965
H 26.40677 -10.61542 -32.92795
H 26.26361 -9.73983 -31.48811
H 26.34471 -12.78565 -31.79256
H 28.00080 -11.04624 -30.12271
H 28.53282 -11.96033 -31.50524
H 28.08575 -12.79105 -29.94571
H 25.82415 -12.84851 -29.55410
C 31.09073 -13.03550 -27.63771
C 32.14539 -13.22313 -26.48110
C 33.21286 -12.11224 -26.58908
O 31.59666 -13.10499 -25.17821
H 30.84235 -12.01212 -27.91899
H 30.16328 -13.50243 -27.30618
H 31.48262 -13.50039 -28.54236
H 32.65398 -14.18696 -26.50267
H 33.71368 -11.99139 -25.62852
H 32.72841 -11.16530 -26.82717
H 33.92136 -12.37002 -27.37628
H 31.20176 -12.23765 -25.06250
C 22.93885 -18.10039 -28.19546
C 24.16845 -17.23409 -28.05333
C 25.40622 -18.16654 -27.95610
O 24.38242 -16.46859 -29.25696
H 22.05923 -17.48569 -28.00433
H 22.90226 -18.87118 -27.42563
H 22.83673 -18.54685 -29.18458
H 24.17111 -16.55464 -27.20101
H 26.33769 -17.60240 -28.00312
H 25.49515 -18.87862 -28.77656
H 25.45175 -18.79137 -27.06413
H 24.36120 -17.13111 -29.95138
C 27.47704 -17.85802 -33.91353
C 26.93052 -17.53868 -32.46413
C 26.80417 -16.06229 -32.08538
O 25.71899 -18.20513 -32.36149
H 26.98358 -17.26846 -34.68619
H 27.38882 -18.91944 -34.14528
H 28.55564 -17.70630 -33.87209
H 27.62798 -17.90305 -31.70988
H 26.66425 -16.06282 -31.00440
H 25.94842 -15.53060 -32.50144
H 27.72282 -15.50520 -32.26926
H 25.78670 -19.02974 -31.87462
C 28.61348 -9.21057 -24.69437
C 29.00169 -10.68920 -24.57151
C 28.46747 -11.57627 -25.62925
O 30.36538 -10.68002 -24.61184
H 28.78728 -8.66002 -25.61893
H 29.05448 -8.65421 -23.86729
H 27.52616 -9.14894 -24.64918
H 28.54365 -11.02569 -23.64141
H 27.39061 -11.46079 -25.75230
H 28.60303 -12.64212 -25.44571
H 28.94085 -11.22960 -26.54787
H 30.71771 -10.00977 -24.02174
C 23.81626 -12.05416 -26.60021
C 24.59316 -10.76919 -26.36692
C 23.95351 -9.48585 -26.68647
O 24.95245 -10.73792 -24.99136
H 24.37389 -12.87271 -26.14511
H 23.83474 -12.40745 -27.63121
H 22.79782 -12.06509 -26.21193
H 25.55910 -10.87897 -26.85987
H 23.33579 -9.10588 -25.87275
H 23.62554 -9.49319 -27.72592
H 24.87560 -8.90462 -26.68039
H 24.12353 -10.55268 -24.54395
C 26.98159 -14.19688 -27.33317
O 26.18269 -14.38272 -28.50029
H 28.06475 -14.15313 -27.44704
H 26.70576 -13.19214 -27.01300
H 26.74881 -14.89209 -26.52657
H 25.74550 -15.23625 -28.45605
C 26.10554 -13.13919 -22.78269
O 25.97684 -13.18042 -24.18414
H 25.16150 -12.78862 -22.36557
H 26.45730 -14.10697 -22.42526
H 26.94943 -12.49315 -22.54063
H 25.77183 -12.32350 -24.56526
C 24.50356 -16.53074 -23.40525
O 25.41791 -15.92327 -24.30309
H 23.53785 -16.82863 -23.81360
H 24.96271 -17.43568 -23.00731
H 24.25843 -15.92169 -22.53516
H 25.27681 -14.98364 -24.44017
C 28.97277 -15.30458 -23.66750
O 28.23479 -16.11201 -24.53592
H 28.46877 -14.33822 -23.65213
H 28.99666 -15.69458 -22.64994
H 30.00970 -15.07068 -23.90867
H 27.33693 -16.19079 -24.20537
```

ΔE to the lowest compared entry with this formula, charge and spin, eV: 1.825
Net charge: 0
Maximum force, eV/Å: 2.774
SMILES: CC(C)O.CC(C)O.CC(C)O.CC(C)O.CC(C)O.CC(C)O.CO.CO.CO.CO
HOMO-LUMO gap, eV: 9.7